Entry 1:
Entry from the Open Molecules 2025 dataset: a cluster of 8 separate species, C54H122N6O2 in total in a non-equilibrium geometry (wB97M-V/def2-TZVPD).

## Properties
Frontier orbital gap   6.68 eV
Calculated total energy   -2607.191533 Eh
E_HOMO   -15.10 eV
Charge   +4
LUMO   -8.42 eV

XYZ file:
```
184
Properties=species:S:1:pos:R:3:forces:R:3:lowdin_charge:R:1
O -1.68707 -2.28160 4.31279 1.4 -1.7 -1.2 -0.29
O 1.88171 -0.82262 -1.66251 -2.5 -0.9 1.5 -0.37
N -3.29392 3.79716 -0.39323 -0.5 -1.0 0.2 -0.21
N -0.22199 0.51994 3.80507 -1.6 1.0 1.5 -0.13
N 3.62814 1.11622 -0.22744 0.5 -0.9 -0.8 -0.12
N -4.54772 -1.47971 2.76573 0.8 0.4 -0.1 -0.19
N 2.80268 -2.28365 -4.41448 -1.2 0.2 1.4 -0.15
N 0.38633 1.39638 -3.44471 0.4 3.3 -0.9 -0.10
C 0.52681 -0.93175 0.36332 4.1 -2.1 -1.5 -0.22
C 0.33774 0.41107 2.41448 0.0 1.4 4.4 -0.06
C -1.42017 2.05787 -0.54743 -0.6 -0.4 1.9 -0.13
C 2.34992 1.72342 -4.94950 -1.1 1.6 0.4 -0.08
C -5.92887 -0.83440 2.97364 0.7 -0.1 1.0 -0.03
C 1.40534 -4.06450 -5.49347 -0.4 -0.2 -1.3 -0.15
C -3.64976 5.82737 -1.55114 -0.4 0.1 0.2 -0.13
C 3.58678 -0.10857 0.74084 0.1 0.9 0.1 -0.07
C 1.83355 -0.48424 4.97501 -0.9 0.9 0.6 -0.24
C 4.05975 -2.78437 -3.66678 0.0 0.0 -0.2 -0.04
C 0.20949 -2.55919 2.64742 -0.3 0.3 0.2 -0.07
C 0.92456 1.23192 -4.85545 -1.0 -0.6 -0.3 -0.12
C 1.09525 -4.03549 -4.02318 -0.4 0.8 0.1 -0.14
C -2.01896 -1.62715 -0.36507 -2.2 0.2 0.4 -0.10
C -4.19220 6.13957 -0.15069 0.9 -1.0 -0.3 -0.11
C 4.94303 -0.79186 0.97467 -0.2 0.5 -1.3 -0.22
C -1.76258 0.23876 3.67945 4.2 2.4 -0.8 -0.16
C 2.21616 1.73077 -0.31363 2.3 0.2 3.4 -0.16
C -2.31289 1.54871 3.07853 -0.1 1.1 0.4 -0.15
C 1.69460 1.70547 -2.60510 -2.1 -0.2 -3.7 -0.18
C -4.15558 4.75922 0.49293 -0.4 -1.3 1.3 -0.07
C -2.72701 -2.04789 0.89824 -0.5 0.5 1.7 -0.15
C -0.55211 0.98783 0.16983 -2.7 4.5 -2.8 -0.23
C 3.65262 3.55340 0.14573 1.6 -0.7 0.4 -0.10
C -0.77593 -3.15797 3.69590 -0.1 -0.7 1.3 -0.51
C 4.43665 -2.06380 -2.31991 -0.1 -0.6 -1.2 -0.21
C -0.43493 0.23744 -2.88207 0.0 1.2 -0.4 -0.17
C 2.56968 -3.09381 -5.73871 -0.2 0.6 -0.2 -0.04
C -4.50379 -0.46648 4.96600 0.6 -0.6 -0.1 -0.14
C 2.74566 -0.71299 -4.52840 1.7 -4.5 0.4 0.00
C 0.74092 -1.41073 -1.07216 0.5 -0.2 0.7 -0.48
C -2.26120 2.89332 0.38327 -1.0 2.4 -0.9 -0.09
C 2.52472 3.16208 -0.73281 0.4 0.0 -0.2 -0.18
C -3.61829 -0.78659 3.78769 -4.5 -0.6 -0.6 -0.23
C -1.78175 -0.01885 -3.51247 -0.1 -0.7 -1.2 -0.15
C -5.85539 -0.15297 4.41134 -0.7 0.4 -1.2 -0.11
C -0.44739 2.73385 -3.54205 -0.8 -1.7 0.4 0.06
C -4.61738 -2.95664 3.07008 0.1 -0.3 -0.2 0.04
C 0.70115 -2.93895 -1.06813 -0.7 -0.2 0.5 -0.02
C 0.31208 -0.54281 4.80230 1.6 0.3 -1.1 -0.10
C 5.03649 -1.72437 2.14854 -1.1 -0.1 1.3 -0.06
C -2.59976 4.74995 -1.31078 -0.4 0.8 -1.3 -0.12
C 1.54868 -2.64618 -3.55383 1.2 -0.9 -1.3 -0.14
C -1.42178 2.70461 3.53486 1.0 0.4 0.3 -0.10
C 5.27649 -2.84979 -1.30318 0.0 -1.3 -1.6 -0.04
C -2.39910 -1.39319 -3.09555 0.4 0.6 -2.2 -0.03
C 4.10110 0.53583 -1.64029 0.9 2.1 2.0 0.02
C -3.99569 -1.21718 1.33312 -0.3 -1.9 -0.5 -0.05
C 4.54934 2.26982 0.24679 -1.1 -0.1 0.6 -0.02
C -0.17940 2.07139 4.20752 0.7 -1.6 -0.1 -0.02
C 2.64583 2.39647 -3.56035 -0.9 0.1 -1.7 -0.11
C -4.28282 2.86277 -1.12938 -0.3 1.2 0.4 0.05
C -1.40187 -4.36502 3.04298 -0.4 -0.3 -1.4 -0.06
C 2.31325 -1.40617 6.08712 0.2 0.1 -0.1 -0.07
H -2.52963 0.75011 -3.31889 0.2 0.3 0.3 0.10
H -5.11837 3.47547 -1.46784 0.3 0.1 -0.3 0.11
H -3.38740 6.77393 -2.02367 0.5 -0.5 -0.3 0.14
H 1.69470 -1.37340 6.98401 -0.2 0.0 -0.1 0.09
H 0.54040 -3.81485 -6.10801 -0.3 1.3 0.4 0.12
H 2.65774 -0.34596 -3.50583 0.4 -0.4 -0.4 0.08
H 2.07356 0.53771 5.26844 0.4 0.2 -0.1 0.11
H -3.70568 4.70918 1.48449 0.3 0.4 0.0 0.13
H -6.65919 -1.64154 2.91659 -0.1 0.3 -0.2 0.13
H -1.87326 3.46325 4.17420 -0.3 -0.6 0.5 0.13
H 1.43711 -5.02045 -6.01620 1.4 -0.6 0.8 0.13
H -2.71707 -1.68372 -1.20026 0.4 -1.9 4.1 0.03
H 2.27595 -2.36648 -6.49555 0.2 0.1 0.1 0.13
H 6.15582 -3.31233 -1.75142 0.2 0.2 0.0 0.10
H 2.81059 -0.71594 0.27531 0.7 -0.2 0.0 0.10
H -0.79287 2.66448 -1.20059 -0.2 -0.2 0.7 0.09
H -1.77588 -0.56515 -0.39924 -0.4 -0.5 0.0 0.07
H -1.67293 -2.20138 -3.18267 0.4 0.0 0.4 0.09
H -5.12101 4.28291 0.66376 -0.1 0.0 -0.4 0.13
H -2.45687 1.57838 1.99848 1.1 -1.5 1.3 0.04
H 2.37631 -0.72806 4.06172 0.0 0.1 -0.2 0.08
H -4.60063 -1.33748 5.61413 0.4 0.0 0.1 0.14
H -2.40656 4.24902 -2.25937 0.4 0.0 0.2 0.12
H 0.78301 2.46749 3.88353 -0.1 0.0 -0.4 0.12
H 0.04304 -0.46630 1.83876 0.2 1.5 2.6 0.02
H -2.01592 -2.01322 1.72363 -0.3 -0.3 0.2 0.07
H 1.77916 -0.46019 -4.96437 2.6 -2.3 -0.4 0.04
H 5.09833 -1.40040 0.08381 -0.6 1.9 1.3 0.02
H 1.70558 -2.64643 -2.47517 1.7 0.5 -2.1 0.05
H 4.93894 -1.13545 -2.59191 0.3 -0.8 -0.4 0.09
H 4.18966 4.40281 -0.27640 0.1 0.0 0.4 0.14
H -2.76362 -1.36676 -2.06866 -0.3 1.2 -4.5 -0.01
H 1.83429 1.88631 0.69537 0.5 -0.7 0.3 0.13
H -0.15826 -3.59107 4.48267 0.5 0.0 0.4 0.13
H 0.71791 -3.24224 1.96694 -0.2 -0.5 0.3 0.10
H -1.83539 -0.66774 3.07855 1.5 0.7 0.2 0.10
H 0.00927 -4.03271 -3.92978 0.0 -0.6 0.4 0.12
H 0.08346 -1.46163 4.26229 -0.5 0.9 1.5 0.05
H -2.80436 2.33245 1.14386 -0.5 0.8 -1.6 0.08
H -0.07986 2.15473 5.28975 -0.8 -0.2 0.1 0.14
H -4.78437 -1.61052 0.69175 -0.3 0.4 -0.1 0.13
H -2.27341 -4.82218 3.51152 0.4 0.1 0.5 0.09
H -1.11288 0.32388 0.82770 -0.4 1.1 -0.8 0.09
H -6.04330 -0.11615 2.16176 -0.3 0.0 0.2 0.12
H -3.23506 0.09499 3.27383 -3.5 -1.5 -0.1 0.04
H 0.97770 -1.92083 3.08380 0.4 -0.6 -0.2 0.06
H 3.86871 -3.85309 -3.56957 0.1 -0.1 0.3 0.14
H -0.13980 -1.08511 -1.62571 0.2 -1.2 1.0 0.06
H -5.94765 0.92469 4.27628 -0.3 0.0 0.0 0.11
H 4.74438 2.00916 1.28704 0.2 0.3 0.0 0.13
H 3.26573 3.77784 1.13973 0.2 0.3 0.0 0.13
H 3.51923 -1.74907 -1.82253 0.1 -0.9 -0.2 0.06
H -2.78189 -1.43550 4.04742 -0.6 -1.4 -0.2 0.00
H 4.27909 -2.50800 2.12937 -0.2 -0.1 -0.4 0.08
H -3.45568 6.70752 0.41770 -0.3 0.6 -0.3 0.13
H 1.74012 3.90070 -0.56875 -0.5 -0.3 -0.4 0.15
H -1.73998 -4.06204 2.05202 -0.2 -0.1 -0.2 0.04
H -1.60621 0.06016 -4.58535 -0.4 -0.4 -0.4 0.12
H 1.40188 2.20191 -1.67992 -1.5 0.4 -3.5 0.06
H -4.05734 0.34026 5.54733 -0.2 0.1 0.2 0.14
H 3.69595 2.29840 -3.28518 -0.5 0.4 -0.5 0.11
H -3.84664 2.32532 -1.97140 0.1 0.1 0.3 0.09
H 4.84846 -2.69347 -4.41363 0.2 0.1 0.2 0.14
H -0.63702 0.41957 -1.82656 0.3 0.6 -1.6 0.06
H -1.71363 5.20929 -0.87271 0.1 -0.5 0.3 0.15
H 3.46744 -0.30677 -1.91708 0.5 1.4 0.7 0.02
H 0.95070 0.15275 -5.00648 -2.4 1.6 -0.3 0.08
H 5.73429 -0.04222 0.96880 0.1 0.1 0.3 0.13
H -1.13346 2.58180 -4.37528 0.1 0.2 0.0 0.11
H 4.67612 -3.70087 -0.98174 0.0 0.0 0.5 0.10
H 0.77880 -1.89938 -3.74797 0.2 -0.2 -0.4 0.12
H 0.09152 3.67306 -3.66681 0.6 -0.5 0.0 0.13
H -1.69674 3.64256 0.93835 0.3 -0.1 -0.2 0.12
H -6.60532 -0.48657 5.12855 -0.3 0.1 -0.5 0.13
H -4.76837 2.22471 -0.39098 0.5 -0.3 0.1 0.11
H -0.45625 -1.18331 0.76131 1.2 -0.3 -1.1 0.04
H -0.65453 -5.12710 2.82203 0.0 -0.2 0.3 0.09
H -0.17297 -0.49517 5.77726 -0.4 0.3 -0.4 0.15
H 5.15472 0.29102 -1.50595 -0.2 -0.2 0.4 0.12
H 0.49411 -3.31980 -2.06822 -0.5 -0.6 1.4 0.05
H 3.17034 0.28382 1.66859 0.1 0.2 0.1 0.11
H -5.15703 6.63921 -0.23764 0.1 -0.2 0.5 0.14
H -2.09035 1.38311 -1.08003 -0.2 0.5 -0.7 0.11
H 2.78849 3.06964 -1.78636 0.6 1.5 1.2 0.07
H -3.61516 -3.38509 3.07897 -0.1 0.3 0.0 0.07
H 0.66129 0.14952 0.33395 2.4 -3.6 0.9 0.01
H 0.28325 1.33203 0.77960 -1.2 1.4 -2.2 0.05
H 1.60704 1.09898 -0.96010 0.8 -0.5 2.7 0.08
H 1.33676 -1.30013 0.99289 -0.4 -0.8 -0.1 0.10
H 5.50724 2.31717 -0.27117 -0.3 -0.2 -0.3 0.14
H -4.39747 5.31286 -2.15472 -0.4 0.6 -0.1 0.12
H -3.15008 -1.74765 -3.80160 -0.4 0.6 0.0 0.11
H -2.25187 0.07862 4.64021 1.7 0.3 0.3 0.14
H 5.56429 -2.22213 -0.45979 0.7 -1.9 -1.5 0.03
H -5.06240 -3.14922 4.04628 0.1 0.5 0.1 0.13
H 3.66613 -0.41321 -5.02937 0.0 -0.7 0.1 0.14
H -1.13949 3.36597 2.71570 0.4 -0.4 -0.2 0.09
H 2.36748 -2.43176 5.72199 0.1 0.0 0.3 0.09
H -3.05241 -3.08260 0.79059 0.2 0.0 0.1 0.13
H 1.66778 -3.25188 -0.67341 -0.1 -0.7 0.0 0.13
H -3.34835 1.71938 3.37311 0.1 0.2 0.6 0.14
H -3.86853 -0.15812 1.10878 -0.1 0.2 0.6 0.11
H 0.27602 -0.58830 -2.85354 -0.3 0.8 -1.2 0.08
H 4.13999 1.36391 -2.34801 0.0 -0.7 0.7 0.08
H -0.05846 1.31211 1.94622 0.6 -0.5 2.3 0.07
H 3.45905 -3.59375 -6.12238 0.3 0.2 0.6 0.14
H 2.90791 0.81668 -5.18311 0.3 2.2 -0.3 0.06
H -0.29972 -1.84492 2.00039 -0.3 -1.7 1.2 0.01
H 5.96644 -2.26555 2.32289 0.2 0.5 -0.4 0.10
H 1.41270 0.46721 2.58597 0.0 -0.1 -0.5 0.11
H -5.25168 -3.48324 2.35701 0.0 0.3 -0.3 0.12
H 1.56727 -4.79670 -3.40201 -0.1 -0.2 -0.2 0.14
H 3.29014 -1.02689 6.38702 0.2 -0.5 0.0 0.09
H 2.10416 0.73853 -2.31290 -0.8 0.2 -0.6 0.06
H -1.06082 2.76116 -2.64147 0.3 0.2 -0.8 0.03
H -1.10563 -2.18649 -0.56769 -1.7 0.1 0.0 0.06
H 2.40995 3.46064 -3.55993 0.2 0.1 -0.5 0.13
H -0.13900 -3.29019 -0.46908 0.8 -0.5 0.5 0.10
H 2.33976 2.44108 -5.76986 0.7 0.0 0.1 0.14
H 4.79327 -1.18547 3.06427 0.3 0.1 0.2 0.07
H -0.10443 0.46458 -0.67509 -1.4 1.2 0.5 0.05
H 0.32048 1.62617 -5.67261 -0.5 0.3 0.6 0.15
```
Forces are in eV/Å.



Entry 2:
Entry from the Open Molecules 2025 dataset: an isolated molecule of C10H14O3S2 in a non-equilibrium geometry (wB97M-V/def2-TZVPD).

## Properties
Frontier orbital gap (alpha / beta)   8.42 / 8.42 eV
Calculated total energy   -1411.299314 Eh
E_HOMO (alpha / beta)   -8.98 / -8.98 eV
Charge   0
LUMO (alpha / beta)   -0.57 / -0.57 eV

XYZ file:
```
29
Properties=species:S:1:pos:R:3:forces:R:3:nbo_charge:R:1
S -1.94732 -2.20907 -1.24876 2.0 -1.5 -0.4 1.55
S -0.33776 0.20662 -1.27625 -0.5 -1.3 -0.1 1.52
O -3.04000 -1.73755 -0.46313 -1.8 0.8 0.9 -0.93
O -1.23548 -1.02860 -2.10894 0.5 0.3 0.7 -0.90
O -1.32565 1.17375 -0.86632 -0.5 0.5 0.2 -0.92
C -1.42753 -3.20632 2.20505 -0.4 3.3 1.7 -0.61
C -0.60717 -2.35870 0.01525 3.0 9.7 -0.6 -0.16
C 0.03541 -0.89132 0.13489 -2.5 -6.3 -0.5 -0.22
C 0.29505 3.96440 -2.22894 -0.2 -0.7 0.4 -0.59
C -0.48861 -3.35615 1.04067 0.9 -3.6 -0.3 -0.51
C 1.09826 2.62254 -0.24067 -0.5 1.5 -0.4 0.08
C 2.23391 0.26864 0.17504 -2.4 -0.1 1.8 -0.46
C 1.60645 1.57626 0.02617 1.6 0.0 0.3 -0.10
C 1.20679 -0.56713 1.02299 1.0 -1.6 0.3 -0.46
C 0.28416 3.77721 -0.67681 0.7 0.2 0.2 -0.49
H 2.25124 -0.10378 -0.81111 0.8 -1.0 -1.1 0.23
H 0.59745 -3.64918 1.38296 -1.9 0.8 -0.9 0.24
H 0.61227 4.74949 -0.30136 0.6 -0.3 0.5 0.23
H -0.65801 3.62243 -0.10658 -0.1 0.1 -1.3 0.26
H -0.89155 -4.22631 0.44443 0.7 0.0 0.9 0.23
H 1.12065 -0.12419 2.04682 -0.8 0.3 -1.1 0.25
H 3.12355 0.14773 0.73938 1.3 0.7 -0.1 0.24
H 1.26225 4.13661 -2.74380 -0.1 -0.4 1.0 0.21
H -2.32003 -2.61793 1.87485 0.3 -1.1 0.2 0.24
H -1.03096 -2.48510 2.99767 0.0 -0.7 -1.1 0.20
H -0.18392 3.11281 -2.69087 -0.1 -0.2 -0.3 0.21
H -1.64380 -4.07524 2.79584 -0.3 -0.7 -0.3 0.22
H -0.25787 4.83827 -2.47246 -0.8 0.7 -0.2 0.21
H 1.66820 -1.56021 1.33399 -0.4 0.8 -0.7 0.22
```
Forces are in eV/Å.



Ordered energy relative to the best compared isomer or geometry (same formula, charge and spin) results: 2390.0; 409.9; unit kJ/mol.